# C23H37F6I2N7O2PSSbY

C23H37F6I2N7O2PSSbY as an isolated structure in a non-equilibrium geometry (wB97M-V/def2-TZVPD, the OMol25 dataset).

The geometry in XYZ format:
```
81
Properties=species:S:1:pos:R:3
H 2.891 3.054 0.233
C 1.620 -1.961 2.707
C -2.294 -0.637 3.107
C 3.350 -0.657 -4.387
H -2.771 2.763 5.007
C -2.130 -1.952 2.384
H 4.387 -1.538 -1.968
C -1.554 0.535 2.694
H -0.836 0.488 -3.854
S -1.385 1.490 -1.115
F -2.536 -3.589 -2.925
H 1.667 2.328 -5.145
H -3.195 -0.537 -0.983
N 3.514 0.031 -3.105
C -1.740 1.769 3.429
O -0.761 0.490 1.717
H 2.979 -1.678 -4.262
H 0.160 2.797 -4.340
F -0.664 -5.298 -1.598
F 0.446 -2.947 -0.666
H 0.357 -0.795 -3.597
C -3.158 -0.538 4.159
F -1.243 -1.539 -1.747
H 4.319 -0.700 -4.883
H -4.672 -0.592 1.335
C -2.837 1.271 -0.225
F 0.148 -3.282 -3.283
N 1.110 1.170 -3.451
C 2.166 2.704 -0.504
Sb -1.024 -3.508 -1.862
N 2.875 2.040 -1.591
Y 0.024 -0.739 0.077
N -0.746 -2.234 1.941
H -5.001 3.207 1.261
H -6.426 1.096 1.116
H -4.428 1.892 2.289
H 5.175 -0.873 1.869
C -2.627 1.837 4.468
C -4.807 -0.103 0.365
H 4.746 2.972 -1.389
C 3.108 -0.858 1.334
C 4.593 -0.509 -2.279
H -0.126 -1.584 3.831
H 1.589 3.563 -0.860
N 1.844 -1.226 1.608
F -2.060 -3.427 -0.268
P 2.241 0.740 -2.358
H 4.403 2.342 -3.008
H 0.165 -3.285 3.550
N -3.501 0.109 -0.270
O 1.588 -0.172 -1.317
H 3.616 3.827 -2.448
C -4.587 2.200 1.251
H 1.707 3.185 -3.591
C 0.197 0.187 -4.034
H -3.706 -1.411 4.493
C 3.970 2.839 -2.145
H 4.758 -2.255 3.913
H 1.477 2.022 -0.008
I -4.678 0.783 6.392
C -5.513 1.230 0.539
C 4.178 -1.195 2.133
H -5.381 -0.776 -0.268
C 2.647 -2.349 3.553
H 2.428 -2.951 4.424
I -0.655 3.423 2.834
C 3.943 -1.961 3.266
H -0.779 -3.142 1.483
H -2.760 3.095 0.550
C -3.349 0.689 4.838
N -3.302 2.244 0.550
C 1.175 2.437 -4.174
H -2.762 -1.968 1.492
H 4.735 0.112 -1.395
H -2.497 -2.747 3.040
H -5.789 1.632 -0.437
H 2.669 -0.106 -5.029
C 0.196 -2.303 3.073
H 5.521 -0.499 -2.850
H 3.243 -0.282 0.429
H 0.359 0.109 -5.112
```

Properties
E = -99187.40839 eV
net charge = +2
multiplicity = 2
LUMO energy (spin up / spin down) = -4.943 / -8.469 eV
orbital gap (spin up / spin down) = 0.3260 / 0.2001 hartree
⟨S²⟩ = 0.774
E_HOMO (spin up / spin down) = -13.814 / -13.914 eV

Atom charges from the Mulliken analysis, given in e for atoms 1 to 2: 0.34 0.50

# C23H37FN2O4S

C23H37FN2O4S as an isolated structure (wB97M-V/def2-TZVPD, the OMol25 dataset).

The geometry in XYZ format:
```
68
Properties=species:S:1:pos:R:3
H -1.533 0.287 7.377
H 0.612 -0.299 -7.900
H 4.587 1.094 -0.100
H -1.413 -5.425 1.162
H 0.607 1.158 -1.729
C 3.379 -0.064 -7.294
C 2.137 0.271 -6.504
C 3.410 -0.403 0.947
H -1.246 6.285 -1.940
N -2.164 -0.163 1.871
H 0.615 -1.758 -1.747
N -0.606 0.659 3.602
C 0.019 0.223 2.505
H 3.241 -0.367 -1.972
C 1.665 1.099 -1.958
H -3.090 0.785 6.672
C -1.278 3.607 -2.894
F 2.309 -2.450 -0.957
C 1.921 -0.328 1.133
O 0.771 3.962 -1.746
H 2.000 -0.654 -3.141
H -4.100 -3.687 1.462
H 3.206 -0.954 -7.901
C -2.154 -5.449 0.362
C -0.888 -0.249 1.522
C -2.569 -4.043 0.001
H -2.156 3.233 -2.365
O -3.347 -2.205 7.370
H -3.435 -2.227 0.704
H 1.048 1.424 -7.947
H 3.403 1.809 0.958
C -3.614 -0.596 9.101
H 0.069 0.790 -6.608
C -3.152 -1.072 7.744
H -4.111 -1.412 9.621
C 1.001 -0.801 0.119
H 3.874 -0.990 1.733
C 0.884 0.566 -7.292
H -2.759 -0.265 9.692
H -4.313 0.234 8.988
H -2.157 -0.535 5.939
H 3.641 0.768 -7.948
H -3.021 -6.020 0.697
H -0.182 5.954 -0.558
C -3.189 -3.210 1.095
H 1.812 1.615 -2.900
C -2.436 -0.065 6.875
C -0.937 5.530 -1.216
H 2.250 1.615 -1.207
H -0.747 2.769 -3.339
C -0.364 4.330 -1.933
C 4.098 0.982 0.865
H 3.608 -0.924 0.027
S -2.172 0.465 3.362
O -2.405 -3.603 -1.114
H -1.802 5.232 -0.621
H 2.052 0.545 3.074
C -0.343 -0.764 0.313
H 4.891 1.058 1.600
C 2.165 -0.339 -2.117
H -1.601 4.287 -3.685
H -2.484 -3.095 1.919
O 2.146 0.302 -5.295
H -1.721 -5.936 -0.509
H -1.013 -1.139 -0.447
C 1.469 -1.362 -1.206
H 4.203 -0.254 -6.610
C 1.412 0.172 2.286
```

Properties
E = -49173.84906 eV
LUMO energy = -0.289 eV
orbital gap = 0.3099 hartree
E_HOMO = -8.721 eV

Atom charges from the Mulliken analysis, given in e for atoms 1 to 2: 0.32 0.33

# C23H37GeNO2PS3SiTc

C23H37GeNO2PS3SiTc as an isolated structure in a non-equilibrium geometry (wB97M-V/def2-TZVPD, the OMol25 dataset).

The geometry in XYZ format:
```
70
Properties=species:S:1:pos:R:3
S -13.731 -14.250 -2.140
H -9.755 -10.938 -3.249
C -17.074 -16.308 -1.162
S -15.071 -10.969 -5.008
C -14.928 -13.610 -7.434
H -9.863 -9.116 -1.479
C -10.603 -9.900 -1.540
C -13.825 -12.989 -8.198
C -17.516 -13.969 -1.366
H -12.866 -13.476 -7.944
Si -14.500 -17.623 -2.067
H -12.637 -18.265 -3.657
H -20.644 -11.722 -7.739
C -19.914 -11.459 -7.014
C -13.212 -17.323 -3.407
H -12.488 -16.572 -3.096
H -17.401 -7.972 0.101
H -19.920 -12.221 -6.228
C -15.358 -14.789 -1.848
H -19.878 -10.451 -2.078
C -11.683 -9.934 -0.645
H -20.290 -10.512 -6.565
H -15.968 -7.625 -3.063
C -12.852 -11.635 -1.876
N -16.301 -13.773 -1.873
H -14.086 -18.370 0.326
H -15.412 -14.457 -7.932
C -18.614 -11.288 -7.721
C -15.486 -19.125 -2.485
H -15.477 -19.363 -3.556
H -16.562 -18.960 -2.149
O -16.004 -12.666 -7.371
C -13.930 -12.541 -2.282
H -15.379 -10.341 -1.335
H -17.626 -6.880 -3.201
P -16.617 -11.878 -6.117
H -18.228 -12.184 -8.144
H -13.650 -10.586 -0.200
C -17.852 -15.181 -0.866
H -18.735 -10.399 -8.372
H -18.133 -13.014 -1.251
Ge -17.604 -9.335 -2.078
C -13.431 -18.008 -0.483
S -17.444 -13.032 -4.707
H -14.046 -13.093 -9.285
H -17.442 -17.287 -0.897
C -19.243 -9.962 -2.857
C -16.094 -10.705 -2.106
Tc -15.680 -12.143 -3.147
H -19.061 -10.648 -3.647
H -12.684 -18.677 -0.783
H -14.602 -13.848 -6.426
H -17.208 -8.152 -4.293
H -17.720 -9.663 0.519
H -13.621 -16.958 -4.396
C -10.624 -10.807 -2.580
H -15.188 -20.046 -1.971
H -12.919 -17.121 -0.106
H -19.884 -9.119 -3.312
H -11.875 -12.251 -3.643
H -19.052 -8.684 0.043
C -17.990 -8.840 -0.146
C -12.835 -10.644 -0.901
C -15.722 -16.138 -1.681
C -17.056 -7.837 -3.230
H -13.823 -11.911 -7.915
O -17.635 -10.803 -6.695
H -11.753 -9.311 0.275
C -11.796 -11.630 -2.765
H -18.862 -15.316 -0.415
```

Properties
E = -138423.24215 eV
net charge = -1
multiplicity = 2
LUMO energy (spin up / spin down) = 2.654 / 2.653 eV
orbital gap (spin up / spin down) = 0.1427 / 0.2159 hartree
⟨S²⟩ = 0.819
E_HOMO (spin up / spin down) = -1.227 / -3.222 eV

Atom charges from the Mulliken analysis, given in e for atoms 1 to 2: -0.29 0.32

ΔE to the lowest compared entry with this formula, charge and spin across the listed records, respectively: 0.0, 0.0, 43.7 kcal per mole.